Entry 1:
38
Properties=species:S:1:pos:R:3 method="wB97M-V/def2-TZVPD" relative_energy_kj_mol=0.0 total_charge=0
C 3.01492 2.58704 -3.27848
C 3.62236 1.75592 -2.15291
N 2.74462 0.66532 -1.75725
C 2.87055 -0.57530 -2.49240
C 3.93562 -1.49450 -1.89424
C 1.90638 0.86845 -0.72521
O 1.86356 1.92041 -0.10759
C 0.98771 -0.28377 -0.32522
N 0.17480 0.16318 0.77760
C -1.05835 -0.33731 1.00442
O -1.49947 -1.28969 0.39938
C -1.80498 0.40152 2.11886
C -3.13005 -0.24355 2.39451
C -4.30289 0.27997 1.86782
C -5.52058 -0.33654 2.09219
C -5.56258 -1.49573 2.84783
Cl -7.08141 -2.27231 3.13730
C -4.40390 -2.04088 3.37556
C -3.19531 -1.41137 3.14421
H 2.07556 3.02218 -2.94821
H 2.82629 1.97592 -4.15857
H 3.69369 3.38978 -3.55243
H 3.77410 2.38814 -1.27557
H 4.58251 1.33626 -2.46091
H 1.91001 -1.09109 -2.52077
H 3.14478 -0.32532 -3.52060
H 4.90612 -1.00450 -1.88902
H 4.01032 -2.40389 -2.48389
H 3.68477 -1.76374 -0.87184
H 1.58034 -1.15809 -0.03179
H 0.33094 -0.57800 -1.15160
H 0.47158 1.05454 1.16061
H -1.17651 0.38745 3.01183
H -1.93908 1.43914 1.80673
H -4.26874 1.18084 1.27258
H -6.42946 0.07528 1.68200
H -4.44934 -2.94823 3.95730
H -2.28892 -1.83753 3.54780

***

Entry 2:
38
Properties=species:S:1:pos:R:3 method="wB97M-V/def2-TZVPD" relative_energy_kj_mol=80.4 total_charge=0
C 3.57107 2.24955 0.26367
C 2.64819 1.53488 -0.71367
O 2.00824 0.41457 -0.10992
C 0.91099 0.70166 0.63575
O 0.43620 1.81004 0.73557
N 0.41462 -0.38738 1.25465
C 0.96824 -1.71592 1.17676
C -0.05481 -2.68345 0.53798
N -1.42993 -2.25775 0.71516
C -2.13211 -1.75977 -0.45201
C -1.68284 -0.44038 -1.04360
C -0.62423 -0.39770 -1.94484
C -0.20108 0.78977 -2.51180
C -0.83709 1.97480 -2.18691
C -1.90038 1.96236 -1.30438
C -2.31519 0.76416 -0.74873
Cl -3.68369 0.80714 0.31768
C -1.61949 -1.54592 1.95446
C -0.77098 -0.26200 2.07744
H 4.30459 1.55577 0.66793
H 2.98608 2.66394 1.08075
H 4.08776 3.05782 -0.24605
H 3.20963 1.11794 -1.55294
H 1.88180 2.22477 -1.08056
H 1.20594 -2.04564 2.19584
H 1.88761 -1.68524 0.59587
H 0.14733 -2.79727 -0.52603
H 0.05935 -3.67038 1.00773
H -3.18587 -1.68411 -0.17131
H -2.04533 -2.53217 -1.22315
H -0.12751 -1.31811 -2.21560
H 0.62385 0.78733 -3.20878
H -0.51193 2.90876 -2.61930
H -2.40716 2.87764 -1.04216
H -2.67610 -1.29981 2.06383
H -1.34833 -2.23924 2.75814
H -0.48437 -0.10107 3.12524
H -1.31306 0.62039 1.73725

***

Entry 3:
41
Properties=species:S:1:pos:R:3 method="wB97M-V/def2-TZVPD" total_charge=0
C 4.21312 -0.61364 1.08256
C 2.97860 0.05048 0.42414
C 2.99015 1.34814 -0.28411
C 1.76269 1.88544 -0.87060
C 0.46415 1.17421 -0.79644
C -0.74362 1.87132 -1.46670
P -2.25285 2.12411 -0.42280
I -3.39209 4.06476 -1.46324
C -3.53304 0.74641 -0.62027
C -3.13835 -0.59338 0.11366
C -4.38139 -1.59795 0.31365
S -5.84705 -1.16568 -0.72257
C -1.98809 2.65500 1.34022
C -0.80376 1.99192 2.13425
O 0.26641 2.51329 2.04996
I -0.93812 0.26415 3.41684
C 0.46174 -0.09483 -0.07745
C 1.69221 -0.65779 0.50356
H 5.09063 0.08088 1.10171
H 3.94101 -0.81921 2.16119
H 4.43606 -1.61554 0.61727
H 3.97159 1.88611 -0.35053
H 1.86041 2.86919 -1.40404
H -1.03693 1.29893 -2.40012
H -0.42173 2.88582 -1.84460
H -4.49110 1.21033 -0.24521
H -3.56903 0.52980 -1.72344
H -2.41874 -1.13908 -0.54216
H -2.76394 -0.37397 1.14400
H -4.03926 -2.61466 -0.03594
H -4.64295 -1.72965 1.39804
H -6.92362 -1.51041 0.07433
H -1.86040 3.77571 1.34695
H -2.94609 2.43972 1.90234
H -0.48435 -0.66670 0.04514
H 1.63345 -1.64509 1.01278
C 5.05333 -3.97479 -1.20183
O 5.63828 -2.96046 -1.66776
O 5.72466 -5.14291 -1.50971
O 4.01154 -4.07285 -0.53685
H 6.42645 -4.67715 -1.99622

***

Kohn-Sham gap values, unit eV, following the record order: 9.51 9.06 3.19.